{
  "formula": "C39H27ClIN6O3RuS",
  "method": "wB97M-V/def2-TZVPD",
  "spin_multiplicity": 2,
  "lumo_energy_ev": [-0.52, -0.62],
  "orbital_gap_ev": [6.112, 5.924],
  "total_charge": 0,
  "s2": 0.980,
  "species": ["Ru", "O", "C", "N", "C", "C", "C", "C", "C", "C", "N", "C", "O", "C", "C", "C", "C", "C", "N", "C", "C", "C", "C", "C", "N", "H", "H", "H", "H", "H", "H", "H", "H", "H", "H", "H", "H", "Cl", "C", "C", "C", "I", "C", "O", "C", "N", "C", "C", "C", "C", "H", "H", "H", "H", "N", "S", "C", "C", "C", "C", "C", "C", "C", "C", "C", "C", "C", "C", "H", "H", "H", "H", "H", "H", "H", "H", "H", "H", "H"],
  "positions_angstrom": [[-0.37996, -1.70346, -0.32271], [-0.66166, -3.70056, 3.43629], [-0.49276, -3.39436, 2.26359], [-1.14856, -2.45266, 1.55249], [-2.22316, -1.73126, 1.97199], [-2.76326, -1.70046, 3.26299], [-3.81836, -0.85666, 3.53889], [-4.36856, -0.04786, 2.54179], [-3.90506, -0.10176, 1.24609], [-2.82986, -0.94546, 0.93389], [-2.24036, -1.09876, -0.28121], [-2.78656, -0.67006, -1.47761], [-3.87336, -0.10636, -1.60701], [-1.91886, -0.98786, -2.61701], [-2.23876, -0.54376, -3.90381], [-1.38206, -0.80476, -4.94541], [-0.22066, -1.55756, -4.68841], [0.04304, -1.95986, -3.39491], [-0.76886, -1.68736, -2.37511], [0.52414, -4.08166, 1.40819], [1.61324, -4.71296, 1.99529], [2.57254, -5.28566, 1.17979], [2.37674, -5.25686, -0.19491], [1.23294, -4.64936, -0.69231], [0.33394, -4.05676, 0.08229], [-2.33316, -2.33336, 4.02309], [-4.22836, -0.82886, 4.53769], [-5.17896, 0.62024, 2.78929], [-4.35966, 0.48174, 0.46269], [-3.16046, 0.00644, -4.02021], [-1.59106, -0.44086, -5.93981], [0.45614, -1.81766, -5.48751], [0.94004, -2.52276, -3.15951], [1.68764, -4.70846, 3.07159], [3.45684, -5.73796, 1.60369], [3.10144, -5.68496, -0.87061], [1.03904, -4.63366, -1.75781], [5.54454, 1.04654, 2.56539], [4.37454, 0.18594, 1.63149], [4.79924, -0.53386, 0.52559], [3.86484, -1.20716, -0.22841], [4.34664, -2.32056, -1.93841], [2.49334, -1.22256, 0.08249], [1.67334, -1.90556, -0.62631], [2.07424, -0.48556, 1.22989], [0.75194, -0.51436, 1.50999], [0.31434, 0.15274, 2.57849], [1.16114, 0.85464, 3.41759], [2.52224, 0.90604, 3.14759], [3.01584, 0.22454, 2.02009], [5.84804, -0.56036, 0.27049], [-0.74896, 0.12104, 2.76619], [0.75964, 1.35384, 4.28439], [3.19904, 1.43524, 3.79999], [-0.09506, 0.64624, -1.02501], [0.15754, 1.85874, -0.05561], [-1.38896, 2.81654, 0.03479], [-1.91436, 3.03824, 1.29789], [-3.15746, 3.63534, 1.42029], [-3.86876, 3.98794, 0.28539], [-3.33686, 3.76114, -0.97411], [-2.08896, 3.17574, -1.10311], [1.20574, 2.97724, -1.04001], [1.34914, 4.31754, -0.73151], [2.28194, 5.06844, -1.42861], [3.05904, 4.47564, -2.41161], [2.89434, 3.13564, -2.72461], [1.97244, 2.37824, -2.02541], [-0.50896, 0.92434, -1.91171], [-1.35366, 2.73594, 2.16969], [-3.57576, 3.82054, 2.39819], [-4.84296, 4.44224, 0.38219], [-3.89916, 4.03574, -1.85341], [-1.66826, 2.99084, -2.08191], [0.74034, 4.76244, 0.04199], [2.40894, 6.11604, -1.19561], [3.79354, 5.06144, -2.94171], [3.49064, 2.67784, -3.49901], [1.84624, 1.32394, -2.23001]],
  "atomic_forces_ev_per_a": [[1.471, 1.077, -0.067], [0.226, -0.190, 0.235], [-0.730, 0.737, -0.397], [1.059, -0.850, -0.728], [-1.439, 0.872, -0.006], [0.383, -0.230, -0.272], [-0.443, 0.492, -0.281], [-0.014, -0.241, 0.786], [0.489, -0.259, -0.509], [-0.636, 0.018, 2.191], [-0.743, 0.167, -3.013], [-0.525, -0.376, 2.639], [0.383, 0.029, -0.523], [1.054, -0.515, -1.225], [-0.130, -0.060, 0.749], [0.855, -0.590, 0.098], [-0.745, 0.494, -0.181], [0.350, -0.402, -0.025], [-1.248, 0.589, 0.276], [0.288, -0.437, -0.098], [-0.118, 0.077, -0.073], [-0.160, 0.107, -0.175], [-0.170, -0.053, 0.083], [0.236, -0.231, -0.093], [-0.176, 0.713, 0.203], [0.019, 0.022, 0.004], [-0.024, 0.033, 0.103], [-0.154, 0.058, 0.005], [0.002, 0.052, 0.009], [-0.046, 0.050, 0.005], [-0.037, -0.033, -0.096], [0.105, 0.009, 0.030], [-0.014, 0.123, 0.116], [-0.002, 0.002, 0.077], [0.064, -0.047, 0.014], [-0.012, -0.042, -0.063], [0.037, 0.103, -0.022], [0.294, 0.196, 0.217], [0.209, -0.384, -0.491], [-0.012, 0.740, 0.951], [-1.161, -0.578, -0.552], [0.303, 0.193, 0.139], [1.027, -0.183, -0.374], [-0.563, 0.002, -0.182], [0.004, 0.184, 0.270], [0.006, 0.392, 0.831], [-0.043, -0.993, -1.124], [1.380, 0.423, 0.244], [-1.026, -0.147, 0.119], [0.126, -0.089, -0.210], [0.044, 0.041, -0.013], [-0.144, -0.093, 0.007], [-0.066, 0.073, 0.103], [0.040, 0.073, 0.014], [0.071, -1.776, 0.445], [-0.431, 1.119, -0.683], [0.495, -0.220, 0.260], [0.169, -0.050, -0.068], [-0.094, 0.087, 0.015], [0.028, 0.029, 0.118], [0.103, -0.043, -0.083], [0.020, -0.024, -0.128], [-0.134, -0.368, 0.279], [-0.063, 0.017, 0.077], [-0.024, 0.036, 0.092], [0.007, 0.013, -0.133], [0.041, 0.172, 0.069], [-0.082, -0.175, -0.029], [-0.006, -0.015, 0.047], [0.022, -0.046, 0.134], [-0.019, -0.040, 0.083], [-0.094, 0.032, 0.008], [-0.021, 0.001, -0.092], [0.018, -0.008, -0.120], [-0.044, 0.104, 0.071], [-0.002, 0.044, 0.009], [0.068, 0.092, -0.059], [0.067, -0.048, -0.046], [0.030, -0.056, 0.012]]
}

{
  "formula": "C39H27CoN8S",
  "method": "wB97M-V/def2-TZVPD",
  "spin_multiplicity": 4,
  "lumo_energy_ev": [-3.04, -3.04],
  "orbital_gap_ev": [6.705, 7.040],
  "total_charge": 1,
  "e_above_lowest_kcal_mol": 1.0,
  "s2": 3.761,
  "species": ["Co", "N", "C", "N", "C", "N", "N", "C", "C", "C", "C", "C", "C", "N", "C", "C", "C", "C", "C", "C", "H", "H", "H", "H", "H", "H", "H", "H", "H", "H", "H", "S", "C", "C", "C", "C", "C", "C", "N", "C", "C", "C", "C", "C", "C", "C", "H", "H", "H", "H", "H", "H", "H", "H", "C", "C", "N", "C", "C", "C", "C", "C", "C", "C", "C", "C", "N", "C", "H", "H", "H", "H", "H", "H", "H", "H"],
  "positions_angstrom": [[0.52949, -0.51884, -0.12337], [0.49231, 3.88597, 1.35400], [0.89933, 2.61737, 1.20569], [0.12591, 1.61939, 0.94468], [-1.24468, 1.83308, 0.86159], [-2.07373, 0.84910, 0.74979], [-1.38533, -0.35391, 0.70106], [-1.99708, -1.39003, 1.10708], [-1.20304, -2.63273, 1.20727], [-1.74816, -3.82003, 1.65900], [-0.90387, -4.91133, 1.82524], [0.44334, -4.76524, 1.54920], [0.90065, -3.53410, 1.09138], [0.09653, -2.49693, 0.91531], [-1.75020, 3.20657, 0.90080], [-3.09298, 3.52532, 0.67854], [-3.50928, 4.83679, 0.72195], [-2.58831, 5.85424, 0.99178], [-1.26028, 5.56178, 1.21067], [-0.84572, 4.23179, 1.16054], [1.16500, 4.60152, 1.57875], [1.96545, 2.43605, 1.30934], [-3.02995, -1.34289, 1.44550], [-2.80476, -3.88356, 1.88285], [-1.29373, -5.85658, 2.17824], [1.13600, -5.58351, 1.68518], [1.94577, -3.36830, 0.85265], [-3.78634, 2.72041, 0.47789], [-4.54855, 5.08160, 0.55279], [-2.91738, 6.88401, 1.02795], [-0.54595, 6.34882, 1.41838], [4.47549, -0.48130, 2.41326], [3.22651, -0.42208, 3.62124], [3.34030, -0.37716, 5.00754], [2.17701, -0.33261, 5.75325], [0.92296, -0.33094, 5.13061], [0.81200, -0.37581, 3.75508], [1.97848, -0.42483, 2.99196], [2.03211, -0.47429, 1.60983], [3.25357, -0.50461, 1.16983], [3.52058, -0.55776, -0.27172], [4.82493, -0.57376, -0.76819], [5.02605, -0.62249, -2.13448], [3.91868, -0.65500, -2.97820], [2.63223, -0.63727, -2.45474], [2.36919, -0.58634, -1.08121], [4.30925, -0.37865, 5.48806], [2.23712, -0.29835, 6.83249], [0.02851, -0.29342, 5.73834], [-0.15299, -0.36936, 3.26460], [5.67665, -0.54922, -0.09611], [6.02822, -0.63605, -2.54155], [4.06717, -0.69484, -4.05088], [1.80030, -0.66443, -3.15484], [-0.95345, 2.93685, -2.87495], [-0.14268, 2.12501, -2.07195], [-0.32349, 0.83161, -1.92308], [-1.29430, 0.23923, -2.65165], [-2.16554, 0.96169, -3.47580], [-1.98898, 2.35356, -3.55433], [-3.16484, 0.27336, -4.24717], [-3.22157, -1.07072, -4.25239], [-2.29036, -1.84798, -3.48018], [-2.24209, -3.25044, -3.55647], [-1.28798, -3.92723, -2.84737], [-0.42631, -3.19615, -2.01818], [-0.47098, -1.88836, -1.89156], [-1.36338, -1.20918, -2.64715], [-0.75607, 3.99754, -2.94247], [0.69069, 2.55498, -1.52759], [-2.65180, 2.94197, -4.17686], [-3.84945, 0.85857, -4.84793], [-3.95302, -1.59091, -4.85780], [-2.94536, -3.77587, -4.19085], [-1.19540, -5.00246, -2.90504], [0.32155, -3.71041, -1.42511]],
  "atomic_forces_ev_per_a": [[0.847, -0.038, 0.031], [-0.014, 0.030, 0.019], [0.112, -0.081, 0.009], [-0.206, -0.054, -0.082], [0.012, 0.290, -0.017], [0.144, -0.329, -0.012], [-0.517, 0.129, -0.016], [0.069, -0.171, 0.054], [-0.175, 0.245, 0.028], [0.001, -0.127, 0.015], [-0.067, 0.028, 0.006], [0.045, 0.029, -0.020], [0.050, 0.001, -0.009], [-0.102, 0.071, -0.005], [0.001, -0.079, -0.022], [-0.004, -0.032, 0.003], [0.037, 0.036, 0.016], [-0.059, -0.001, -0.017], [0.034, -0.048, 0.017], [0.014, 0.078, 0.012], [-0.001, -0.010, 0.000], [-0.002, -0.009, -0.031], [0.030, -0.045, 0.028], [0.005, -0.012, 0.006], [-0.004, 0.002, 0.001], [0.008, 0.003, -0.004], [0.004, -0.008, -0.001], [0.001, 0.000, -0.002], [0.000, 0.008, -0.002], [-0.010, -0.004, 0.002], [0.007, -0.006, -0.002], [0.018, 0.000, -0.018], [0.062, 0.001, 0.009], [-0.034, 0.001, -0.006], [0.000, 0.002, -0.026], [0.013, -0.001, -0.001], [-0.004, -0.004, 0.042], [-0.096, -0.002, -0.069], [-0.025, 0.040, 0.034], [0.046, -0.015, -0.068], [-0.069, 0.006, 0.171], [-0.010, -0.008, -0.018], [-0.039, 0.000, -0.018], [0.060, -0.005, 0.041], [-0.139, -0.002, -0.018], [0.175, 0.015, -0.048], [0.001, 0.001, 0.008], [0.003, 0.000, 0.004], [0.005, 0.000, 0.008], [0.005, 0.001, -0.018], [0.003, 0.000, -0.001], [0.003, 0.000, -0.001], [-0.005, 0.000, -0.004], [-0.007, 0.006, 0.020], [0.014, -0.017, 0.008], [0.058, 0.040, 0.058], [-0.181, -0.101, -0.051], [0.087, -0.064, 0.031], [-0.091, 0.032, -0.101], [-0.007, -0.002, -0.008], [0.041, 0.073, 0.043], [0.034, -0.075, 0.030], [-0.071, -0.004, -0.074], [-0.037, 0.004, -0.017], [0.026, 0.006, 0.036], [0.023, -0.058, 0.092], [-0.186, 0.191, -0.107], [0.073, 0.031, 0.058], [0.000, 0.000, -0.003], [-0.017, 0.009, 0.020], [-0.001, -0.001, 0.000], [0.008, 0.014, 0.003], [0.009, -0.016, 0.003], [0.004, 0.005, -0.008], [0.003, -0.002, 0.003], [-0.016, 0.004, -0.045]]
}

For the records above, the corresponding M values read 923.178; 698.701 g/mol.
For the records above, the corresponding calculated total energy values read -90004.827; -101261.797 eV.